Record 1
C2H5NOS as an isolated structure, computed with ωB97M-V/def2-TZVPD.

Geometry as XYZ:
```
10
Properties=species:S:1:pos:R:3
C -2.503 -0.667 -0.079
C -0.282 0.676 0.177
H -3.464 -0.557 -0.970
H -2.734 -0.946 1.083
H -1.492 -1.373 -0.717
H 0.048 1.808 0.023
H 2.380 -1.233 0.726
N 0.422 -0.263 0.356
O -1.682 0.677 -0.048
S 2.030 -0.083 -0.178
```

Calculated values
* maximum force: 8.72 eV/Å
* molar mass: 91.1 Da
* net charge: 0
* orbital gap: 9.43 eV
* spin multiplicity: 1
* relative energy (zero: lowest compared OMol25 entry of this formula, charge and spin): 116.6 kcal per mole

Record 2
An isolated molecule of C5H7N, computed with ωB97M-V/def2-TZVPD.

Geometry as XYZ:
```
13
Properties=species:S:1:pos:R:3
C -0.839 -0.387 2.000
C 0.124 0.245 1.412
C 0.048 0.614 -1.814
C 0.136 -0.027 -0.208
C 1.310 0.138 -1.178
N -1.589 -1.171 2.542
H 0.697 1.127 1.771
H -0.235 1.691 -2.095
H -0.382 -1.022 -0.086
H 1.967 0.840 -0.943
H -0.432 -0.122 -2.356
H 1.756 -0.829 -1.719
H -2.561 -1.098 2.674
```

Calculated values
* maximum force: 6.01 eV/Å
* molar mass: 81.1 Da
* expectation value of S²: 2.02
* net charge: 0
* orbital gap (alpha / beta): 5.77 / 7.78 eV
* spin multiplicity: 3
* relative energy (zero: lowest compared OMol25 entry of this formula, charge and spin): 71.2 kcal per mole

Record 3
C31H37BBeF4N5O2 as an isolated structure, computed with ωB97M-V/def2-TZVPD.

Geometry as XYZ:
```
81
Properties=species:S:1:pos:R:3
Be -5.506 -21.793 -10.393
B -3.283 -17.510 -7.746
F -3.477 -16.377 -8.556
F -2.508 -18.316 -8.489
F -2.672 -17.129 -6.666
F -4.417 -18.267 -7.488
N -7.748 -11.356 -3.750
C -7.808 -10.188 -3.106
C -6.780 -9.684 -2.296
C -5.638 -10.483 -1.976
C -5.553 -11.734 -2.622
C -6.598 -12.147 -3.519
H -8.716 -9.613 -3.214
H -6.984 -8.748 -1.797
H -4.825 -10.029 -1.429
H -4.654 -12.332 -2.603
H -6.513 -12.946 -4.241
N -3.454 -24.456 -5.130
C -3.736 -25.631 -4.577
C -3.390 -26.076 -3.359
C -2.757 -25.162 -2.496
C -2.367 -23.932 -2.956
C -2.742 -23.613 -4.270
H -4.317 -26.326 -5.165
H -3.773 -27.019 -2.998
H -2.470 -25.351 -1.472
H -1.841 -23.270 -2.284
H -2.494 -22.655 -4.705
N -9.310 -17.858 -12.795
C -10.159 -18.271 -13.726
C -11.079 -17.411 -14.321
C -11.213 -16.077 -13.859
C -10.421 -15.658 -12.800
C -9.453 -16.530 -12.373
H -10.184 -19.316 -13.997
H -11.745 -17.714 -15.114
H -11.970 -15.476 -14.342
H -10.601 -14.659 -12.432
H -8.710 -16.120 -11.705
N -9.936 -22.412 -6.946
C -10.762 -21.397 -6.571
C -11.874 -21.520 -5.683
C -12.280 -22.832 -5.254
C -11.409 -23.857 -5.594
C -10.274 -23.624 -6.438
H -10.510 -20.388 -6.863
H -12.473 -20.690 -5.338
H -13.126 -23.144 -4.658
H -11.595 -24.883 -5.315
H -9.897 -24.624 -6.593
N -3.506 -20.220 -15.471
C -2.556 -19.212 -15.560
C -1.946 -18.739 -16.667
C -2.320 -19.315 -17.913
C -3.229 -20.447 -17.848
C -3.750 -20.864 -16.647
H -2.382 -18.724 -14.612
H -1.226 -17.939 -16.580
H -1.972 -18.984 -18.880
H -3.583 -20.846 -18.787
H -4.322 -21.778 -16.706
C 2.101 -22.672 -12.322
C 1.322 -22.594 -11.001
O 0.150 -22.758 -10.977
C 2.086 -22.092 -9.795
H 1.527 -23.023 -13.180
H 2.896 -23.406 -12.195
H 2.463 -21.719 -12.708
H 2.198 -21.018 -9.944
H 3.095 -22.472 -9.636
H 1.493 -22.428 -8.944
C 2.383 -15.104 -2.938
C 2.552 -16.601 -2.729
O 2.383 -17.205 -1.707
C 3.049 -17.471 -3.854
H 3.357 -14.615 -2.958
H 1.797 -14.663 -2.131
H 1.785 -15.062 -3.849
H 3.170 -18.523 -3.597
H 3.968 -16.993 -4.195
H 2.322 -17.415 -4.665
```

Calculated values
* maximum force: 4.27 eV/Å
* molar mass: 607.5 Da
* net charge: +1
* orbital gap: 1.16 eV
* spin multiplicity: 1
* relative energy (zero: lowest compared OMol25 entry of this formula, charge and spin): 326.2 kcal per mole

Record 4
A 2-piece molecular cluster, C6H12O overall, computed with ωB97M-V/def2-TZVPD.

Geometry as XYZ:
```
19
Properties=species:S:1:pos:R:3
C -1.408 -2.380 -1.310
C -1.330 -1.159 -0.808
C -0.204 -0.533 -0.154
C -0.006 -0.990 1.052
C 0.709 0.606 -0.651
C -0.087 1.863 -0.920
H -2.068 -3.024 -1.808
H -0.489 -2.888 -1.502
H -2.411 -0.721 -0.587
H -0.412 -2.032 1.414
H 0.584 -0.685 1.955
H 1.636 0.728 -0.073
H 1.213 0.384 -1.681
H 0.681 2.694 -1.373
H -0.485 2.278 -0.128
H -0.827 1.708 -1.585
O 1.916 1.589 2.639
H 1.374 1.194 1.961
H 1.612 1.367 3.559
```

Calculated values
* maximum force: 7.02 eV/Å
* SMILES: C=CC(=C)CC.O
* molar mass: 100.2 Da
* net charge: 0
* orbital gap: 10.46 eV
* spin multiplicity: 1
* relative energy (zero: lowest compared OMol25 entry of this formula, charge and spin): 90.1 kcal per mole

Record 5
A 2-piece molecular cluster, C5H13NO overall, computed with ωB97M-V/def2-TZVPD.

Geometry as XYZ:
```
20
Properties=species:S:1:pos:R:3
C -1.924 -1.555 -0.264
C -0.790 -1.348 -1.245
C 0.452 -0.678 -0.718
C 1.427 -0.297 -1.785
C 0.646 -0.372 0.563
N 1.865 0.161 1.126
H -1.617 -1.819 0.739
H -2.515 -0.644 -0.144
H -2.626 -2.342 -0.531
H -0.461 -2.293 -1.673
H -1.148 -0.739 -2.082
H 0.935 0.095 -2.670
H 2.032 -1.161 -2.077
H 2.113 0.466 -1.430
H -0.038 -0.701 1.342
H 2.037 1.123 0.878
H 2.619 -0.494 1.006
O -1.344 3.360 2.023
H -0.662 2.940 1.485
H -2.013 2.667 2.014
```

Calculated values
* maximum force: 1.00 eV/Å
* SMILES: CC/C(C)=C/N.O
* molar mass: 103.2 Da
* net charge: 0
* orbital gap: 10.00 eV
* spin multiplicity: 1
* relative energy (zero: lowest compared OMol25 entry of this formula, charge and spin): 32.0 kcal per mole

Record 6
A 10-piece molecular cluster, C20H60O10 overall, computed with ωB97M-V/def2-TZVPD.

Geometry as XYZ:
```
90
Properties=species:S:1:pos:R:3
C -2.118 14.329 33.687
C -1.630 13.119 34.402
C -2.645 12.031 34.801
O -0.815 12.381 33.481
H -1.375 14.704 32.983
H -2.346 15.229 34.257
H -2.993 14.018 33.117
H -1.062 13.474 35.262
H -3.389 12.521 35.429
H -2.207 11.286 35.465
H -3.083 11.340 34.080
H 0.056 12.779 33.557
C -0.859 5.752 28.877
C 0.332 5.319 29.794
C 0.196 3.944 30.423
O 1.451 5.254 28.905
H -1.754 6.054 29.421
H -1.131 4.928 28.218
H -0.762 6.690 28.331
H 0.665 6.005 30.573
H -0.719 3.406 30.177
H 0.191 4.136 31.496
H 0.925 3.165 30.195
H 1.140 4.986 28.037
C -6.343 5.203 26.398
C -7.480 4.596 27.229
C -7.033 3.720 28.376
O -8.344 5.600 27.732
H -5.849 6.012 26.935
H -6.707 5.603 25.452
H -5.583 4.435 26.252
H -8.119 4.014 26.564
H -7.907 3.306 28.878
H -6.509 4.320 29.120
H -6.363 2.912 28.082
H -9.096 5.134 28.105
C 1.378 15.672 29.055
C 2.190 16.670 29.952
C 2.415 17.979 29.176
O 1.442 17.019 31.117
H 0.403 16.125 28.876
H 1.263 14.669 29.466
H 1.829 15.633 28.063
H 3.213 16.361 30.165
H 3.160 18.643 29.616
H 1.506 18.550 28.987
H 2.885 17.639 28.253
H 0.739 17.591 30.800
C -8.448 12.084 33.152
C -9.838 11.778 33.811
C -10.136 10.302 33.809
O -9.756 12.252 35.163
H -8.100 11.508 32.295
H -7.684 11.892 33.905
H -8.364 13.151 32.944
H -10.562 12.368 33.249
H -10.581 10.080 32.839
H -10.931 10.086 34.523
H -9.261 9.662 33.923
H -10.570 12.157 35.663
C -3.353 10.572 29.427
O -2.001 11.022 29.625
H -3.370 9.968 28.520
H -3.922 9.955 30.122
H -3.926 11.488 29.286
H -1.877 11.182 30.564
C -4.248 6.872 34.243
O -3.352 6.097 33.566
H -4.554 7.646 33.540
H -5.129 6.330 34.588
H -3.730 7.423 35.028
H -2.481 6.492 33.659
C 3.094 10.639 27.526
O 3.380 10.710 26.122
H 3.859 11.149 28.111
H 2.163 11.199 27.616
H 3.013 9.641 27.956
H 2.900 9.964 25.754
C 1.318 8.282 34.809
O 0.083 8.376 34.147
H 1.564 7.228 34.943
H 2.165 8.553 34.179
H 1.409 8.853 35.733
H 0.078 9.299 33.883
C -0.968 12.481 25.194
O 0.293 12.472 24.548
H -1.682 13.026 24.577
H -1.279 11.437 25.230
H -0.796 12.965 26.155
H 0.943 12.062 25.124
```

Calculated values
* maximum force: 2.49 eV/Å
* SMILES: CC(C)O.CC(C)O.CC(C)O.CC(C)O.CC(C)O.CO.CO.CO.CO.CO
* molar mass: 460.7 Da
* net charge: 0
* orbital gap: 10.19 eV
* spin multiplicity: 1
* relative energy (zero: lowest compared OMol25 entry of this formula, charge and spin): 98.6 kcal per mole

Record 7
An isolated molecule of C2H3NOS2, computed with ωB97M-V/def2-TZVPD.

Geometry as XYZ:
```
9
Properties=species:S:1:pos:R:3
S 0.980 1.850 1.864
C 1.001 0.264 1.368
N 0.256 -0.275 0.456
O -0.582 0.560 -0.260
C -1.082 0.022 -1.406
S -0.802 -1.474 -1.999
H 1.671 -0.476 1.816
H 0.304 -1.214 0.052
H -1.746 0.743 -1.892
```

Calculated values
* maximum force: 2.74 eV/Å
* SMILES: S=CNOC=S
* molar mass: 121.2 Da
* net charge: 0
* orbital gap: 7.98 eV
* spin multiplicity: 1
* relative energy (zero: lowest compared OMol25 entry of this formula, charge and spin): 62.3 kcal per mole

Record 8
A 8-piece molecular cluster, C26H71N3O8 overall, computed with ωB97M-V/def2-TZVPD.

Geometry as XYZ:
```
108
Properties=species:S:1:pos:R:3
C -3.723 1.828 -1.459
O -3.471 1.708 -0.054
C -4.604 2.003 0.769
C -4.255 1.868 2.308
C -3.077 2.749 2.720
N -3.988 0.512 2.721
H -4.204 0.930 -1.847
H -2.738 1.823 -1.925
H -4.222 2.760 -1.727
H -4.906 3.012 0.486
H -5.447 1.384 0.462
H -5.136 2.140 2.889
H -3.428 3.779 2.663
H -2.167 2.637 2.131
H -2.844 2.468 3.747
H -3.076 0.150 2.482
H -4.611 -0.184 2.335
C 1.290 2.158 4.124
O 0.333 2.028 5.144
C 0.455 0.828 5.901
C 0.408 -0.484 5.051
C -0.962 -0.674 4.344
N 0.712 -1.701 5.784
H 1.166 3.125 3.636
H 1.144 1.382 3.372
H 2.307 1.986 4.477
H 1.321 0.752 6.558
H -0.312 0.570 6.631
H 1.200 -0.419 4.305
H -0.893 -1.419 3.551
H -1.248 0.246 3.835
H -1.698 -1.056 5.051
H 1.579 -1.561 6.283
H 0.064 -1.915 6.528
C -4.776 -3.763 -2.567
O -4.896 -3.379 -1.240
C -4.218 -2.173 -0.903
C -4.162 -1.919 0.652
C -3.744 -3.127 1.450
N -5.455 -1.577 1.134
H -3.786 -4.190 -2.727
H -4.965 -2.912 -3.221
H -5.550 -4.508 -2.752
H -3.205 -2.220 -1.301
H -4.631 -1.286 -1.383
H -3.492 -1.081 0.847
H -4.401 -3.993 1.379
H -3.608 -2.863 2.499
H -2.760 -3.434 1.096
H -5.944 -2.460 1.176
H -5.947 -1.206 0.334
C -0.923 -1.172 -3.070
C 0.047 -0.402 -3.940
C 1.413 -1.150 -4.081
O -0.447 -0.120 -5.221
H -1.918 -0.736 -3.160
H -0.711 -1.055 -2.007
H -0.955 -2.242 -3.277
H 0.019 0.595 -3.501
H 1.253 -2.131 -4.527
H 1.929 -1.212 -3.122
H 2.017 -0.604 -4.806
H 0.225 -0.175 -5.905
C 2.777 2.792 -3.976
C 2.808 4.241 -4.497
C 3.372 5.196 -3.417
O 3.619 4.312 -5.620
H 3.776 2.451 -3.702
H 2.302 2.148 -4.715
H 2.159 2.624 -3.094
H 1.792 4.554 -4.737
H 3.368 6.248 -3.702
H 4.425 4.968 -3.251
H 2.769 5.036 -2.523
H 3.783 5.239 -5.809
C 0.887 -0.496 0.915
C -0.240 0.618 0.755
C 0.150 1.765 -0.181
O -1.453 0.010 0.429
H 1.861 -0.057 1.129
H 1.036 -1.218 0.113
H 0.704 -1.066 1.826
H -0.439 1.091 1.717
H 0.862 2.388 0.359
H -0.777 2.303 -0.382
H 0.673 1.500 -1.100
H -2.160 0.629 0.233
C 4.651 -4.485 -1.692
C 4.522 -3.211 -0.887
C 3.298 -3.077 0.072
O 5.645 -3.268 0.000
H 5.657 -4.468 -2.110
H 3.986 -4.587 -2.550
H 4.509 -5.420 -1.151
H 4.443 -2.409 -1.621
H 2.372 -3.027 -0.502
H 3.419 -2.128 0.595
H 3.201 -3.845 0.839
H 5.645 -4.075 0.520
C 4.334 0.809 -0.837
C 4.740 0.841 0.694
O 6.017 1.478 0.634
H 5.067 0.314 -1.475
H 4.120 1.831 -1.149
H 3.388 0.269 -0.877
H 4.952 -0.162 1.066
H 3.989 1.375 1.276
H 6.610 1.053 1.259
```

Calculated values
* maximum force: 3.37 eV/Å
* SMILES: COC[C@H](C)N.COC[C@H](C)N.COC[C@H](C)N.CC(C)O.CC(C)O.CC(C)O.CC(C)O.CCO
* molar mass: 553.9 Da
* net charge: 0
* orbital gap: 9.29 eV
* spin multiplicity: 1
* relative energy (zero: lowest compared OMol25 entry of this formula, charge and spin): 23.4 kcal per mole

What is the molar mass in the seventh record?
121.2 Da